ORCA calculation (wB97M-V/def2-TZVPD) on a cluster of 2 separate species, C2H6F2Si in total at a distorted geometry.

- Maximum force: 0.0922 Eh/bohr
- LUMO level (spin up / spin down): -1.387 / -0.458 eV
- M: 96.152 g/mol
- HOMO level (spin up / spin down): -9.54 / -8.63 eV
- Relative energy (zero: lowest compared OMol25 entry of this formula, charge and spin): 183.1 kcal per mole
- DFT total energy: -568.89513 hartree
- Gap between HOMO and LUMO (spin up / spin down): 8.2 / 8.2 eV

Last columns: bonded neighbours and bond lengths (Å).
Cartesian coordinates (Å):
1 C -2.5913 0.2930 0.2614  H6 1.120, H7 1.126, H8 1.034
2 C 1.2563 0.6137 0.0353  F3 1.374, Si5 1.921, H9 1.035, H10 1.118
3 F 2.3462 0.9384 0.8064  C2 1.374
4 F 2.1397 -2.1425 0.3763  Si5 1.643
5 Si 1.2433 -1.1920 -0.6202  C2 1.921, F4 1.643, H11 1.426
6 H -3.2310 0.1612 -0.6482  C1 1.120
7 H -2.5359 -0.7630 0.6473  C1 1.126
8 H -2.5430 0.9857 1.0282  C1 1.034
9 H 1.4186 1.2048 -0.7985  C2 1.035
10 H 0.4755 1.0201 0.7249  C2 1.118
11 H 2.0216 -1.1194 -1.8129  Si5 1.426

Mulliken population analysis, charges in e, atoms 1 to 2:
1. C -0.943
2. C -0.155